# 1
{
  "formula": "C47H50N8O2P2S2Tl",
  "method": "ωB97M-V with the def2-TZVPD basis set",
  "relative_energy_ev": 1.854,
  "e_homo_ev": -3.8456,
  "charge": -1,
  "lumo_energy_ev": 2.18,
  "mol_weight_g_mol": 1089.44,
  "symbols": ["Tl", "C", "C", "N", "N", "C", "S", "S", "C", "C", "C", "C", "C", "C", "C", "C", "C", "C", "C", "C", "C", "O", "H", "H", "H", "H", "H", "H", "H", "H", "H", "H", "H", "H", "H", "H", "C", "N", "P", "C", "C", "C", "C", "C", "C", "C", "C", "C", "C", "C", "C", "P", "C", "C", "C", "C", "C", "C", "C", "C", "C", "C", "C", "C", "H", "H", "H", "H", "H", "H", "H", "H", "H", "H", "H", "H", "H", "H", "H", "H", "H", "H", "H", "H", "H", "H", "H", "C", "N", "C", "C", "C", "O", "H", "H", "H", "H", "H", "H", "H", "H", "H", "N", "C", "N", "N", "C", "N", "H", "H", "H", "H"],
  "coordinates": [[0.78, 0.24, 0.28], [0.50, -1.81, -2.98], [1.30, -2.28, -1.79], [0.65, -2.48, -0.70], [1.09, -3.27, 0.28], [1.25, -3.07, 1.52], [1.47, -1.62, 2.46], [1.25, -4.63, 2.43], [2.83, -4.52, 3.35], [4.01, -4.53, 2.43], [4.41, -5.71, 1.82], [5.48, -5.72, 0.94], [6.17, -4.54, 0.68], [5.78, -3.36, 1.29], [4.70, -3.35, 2.16], [2.75, -2.41, -1.97], [3.29, -3.22, -2.96], [4.66, -3.28, -3.19], [5.50, -2.51, -2.40], [4.99, -1.68, -1.42], [3.60, -1.56, -1.17], [3.13, -0.68, -0.36], [0.11, -2.68, -3.51], [1.13, -1.24, -3.66], [-0.33, -1.19, -2.66], [2.81, -5.40, 4.00], [2.79, -3.61, 3.95], [3.86, -6.62, 2.02], [5.78, -6.64, 0.46], [7.00, -4.54, -0.01], [6.31, -2.44, 1.09], [4.37, -2.43, 2.61], [2.62, -3.83, -3.56], [5.06, -3.92, -3.97], [6.57, -2.54, -2.56], [5.65, -1.06, -0.82], [-4.73, -0.03, -0.57], [-3.58, 0.86, -0.53], [-2.54, 1.17, 0.91], [-3.79, 2.19, 1.81], [-3.44, 3.51, 2.08], [-4.35, 4.38, 2.66], [-5.63, 3.93, 2.98], [-5.98, 2.62, 2.73], [-5.07, 1.75, 2.15], [-2.72, -0.46, 1.77], [-3.17, -0.60, 3.07], [-3.15, -1.84, 3.70], [-2.67, -2.95, 3.03], [-2.22, -2.82, 1.72], [-2.24, -1.59, 1.10], [-2.31, 0.65, -1.70], [-3.32, 0.59, -3.26], [-3.30, -0.58, -4.01], [-4.03, -0.69, -5.18], [-4.78, 0.39, -5.63], [-4.80, 1.57, -4.89], [-4.08, 1.67, -3.72], [-1.78, 2.40, -1.91], [-2.36, 3.51, -1.31], [-1.85, 4.77, -1.52], [-0.76, 4.96, -2.37], [-0.19, 3.86, -2.99], [-0.69, 2.59, -2.76], [-5.64, 0.53, -0.32], [-4.64, -0.88, 0.12], [-4.86, -0.43, -1.57], [-2.44, 3.85, 1.83], [-4.07, 5.41, 2.87], [-6.34, 4.61, 3.44], [-6.97, 2.26, 2.98], [-5.35, 0.72, 1.97], [-3.53, 0.27, 3.62], [-3.52, -1.93, 4.71], [-2.62, -3.91, 3.52], [-1.83, -3.69, 1.20], [-1.88, -1.50, 0.08], [-2.71, -1.42, -3.66], [-4.01, -1.61, -5.75], [-5.35, 0.31, -6.55], [-5.39, 2.41, -5.23], [-4.09, 2.59, -3.14], [-3.23, 3.37, -0.67], [-2.29, 5.63, -1.03], [-0.36, 5.95, -2.53], [0.65, 4.00, -3.67], [-0.24, 1.73, -3.23], [4.59, 3.56, -2.52], [3.40, 2.88, -2.06], [3.03, 1.60, -2.66], [2.66, 3.32, -1.02], [3.09, 4.62, -0.38], [1.66, 2.72, -0.62], [5.08, 2.95, -3.28], [5.31, 3.70, -1.71], [4.36, 4.53, -2.95], [3.77, 1.29, -3.38], [2.06, 1.69, -3.15], [2.95, 0.84, -1.88], [3.01, 5.45, -1.09], [4.12, 4.57, -0.03], [2.43, 4.81, 0.46], [-0.49, -1.11, 5.41], [-0.49, 0.15, 5.84], [-0.37, 0.36, 7.19], [-0.69, 1.22, 5.12], [-0.90, 1.35, 3.85], [-1.11, 1.73, 2.76], [-0.21, -1.83, 6.05], [-0.23, -1.33, 4.42], [0.08, -0.35, 7.75], [-0.23, 1.31, 7.46]],
  "lowdin_charge": [0.76, -0.04, -0.33, 0.01, -0.06, -1.10, 0.42, 0.81, -0.46, -0.31, -0.06, -0.09, -0.10, -0.09, -0.04, -0.13, -0.07, -0.14, -0.13, -0.06, -0.41, -0.27, 0.08, 0.08, 0.01, 0.07, 0.04, 0.11, 0.09, 0.09, 0.09, 0.09, 0.11, 0.08, 0.09, 0.10, -0.17, -0.50, 0.93, -0.35, -0.12, -0.09, -0.11, -0.09, -0.11, -0.37, -0.12, -0.11, -0.09, -0.08, -0.13, 0.95, -0.36, -0.11, -0.10, -0.10, -0.09, -0.08, -0.39, -0.12, -0.08, -0.10, -0.10, -0.11, 0.07, 0.07, 0.06, 0.10, 0.10, 0.09, 0.10, 0.09, 0.10, 0.10, 0.10, 0.10, 0.06, 0.09, 0.10, 0.09, 0.10, 0.10, 0.08, 0.10, 0.09, 0.10, 0.10, -0.06, -0.13, -0.01, -0.51, 0.01, -0.10, 0.08, 0.08, 0.09, 0.09, 0.07, 0.06, 0.08, 0.08, 0.08, 0.19, -0.50, 0.14, 0.12, -0.31, 0.08, 0.11, 0.04, 0.09, 0.10]
}

---

# 2
{
  "formula": "C28H23ClNO6SV",
  "method": "ωB97M-V with the def2-TZVPD basis set",
  "multiplicity": 2,
  "e_homo_ev": [-4.0691, -2.3941],
  "charge": -1,
  "lumo_energy_ev": [2.65, 2.65],
  "mol_weight_g_mol": 587.96,
  "s_squared": 0.92,
  "symbols": ["V", "S", "C", "C", "C", "C", "C", "N", "H", "H", "H", "H", "O", "C", "C", "O", "O", "C", "C", "C", "C", "C", "C", "C", "C", "C", "C", "C", "C", "H", "H", "H", "H", "H", "H", "H", "H", "H", "H", "H", "C", "C", "C", "C", "Cl", "C", "C", "C", "O", "C", "C", "O", "O", "H", "H", "H", "H", "H", "H", "H", "H"],
  "coordinates": [[0.15, 0.22, 0.57], [1.36, -0.57, 2.55], [1.14, -1.95, 1.58], [1.60, -3.24, 1.80], [1.26, -4.23, 0.90], [0.45, -3.91, -0.19], [0.07, -2.60, -0.38], [0.41, -1.63, 0.47], [2.22, -3.45, 2.67], [1.59, -5.25, 1.06], [0.13, -4.67, -0.89], [-0.54, -2.28, -1.22], [1.98, 0.28, -0.68], [1.72, 1.36, -1.60], [0.16, 1.66, -1.57], [-0.21, 2.79, -1.87], [-0.54, 0.64, -1.37], [2.53, 2.55, -1.15], [2.62, 2.82, 0.21], [3.39, 3.88, 0.65], [4.07, 4.68, -0.26], [3.95, 4.43, -1.61], [3.18, 3.37, -2.06], [2.08, 0.93, -3.01], [1.33, 1.33, -4.10], [1.69, 0.92, -5.38], [2.82, 0.15, -5.57], [3.58, -0.24, -4.48], [3.21, 0.14, -3.20], [1.83, -0.54, -1.17], [2.08, 2.20, 0.92], [3.45, 4.09, 1.71], [4.67, 5.51, 0.09], [4.46, 5.06, -2.33], [3.11, 3.18, -3.13], [0.46, 1.96, -3.96], [1.10, 1.23, -6.22], [3.11, -0.16, -6.56], [4.48, -0.82, -4.62], [3.81, -0.14, -2.35], [-6.26, 3.58, 0.94], [-5.56, 2.83, 2.03], [-6.29, 2.30, 3.08], [-5.65, 1.60, 4.09], [-6.59, 0.96, 5.41], [-4.28, 1.41, 4.07], [-3.55, 1.94, 3.03], [-4.17, 2.65, 2.01], [-3.46, 3.24, 0.99], [-2.68, 2.40, 0.16], [-1.55, 1.63, 0.83], [-0.46, 2.18, 1.02], [-1.74, 0.42, 1.13], [-7.05, 4.22, 1.35], [-6.72, 2.88, 0.24], [-5.55, 4.20, 0.40], [-7.36, 2.44, 3.11], [-3.79, 0.86, 4.86], [-2.48, 1.81, 3.01], [-2.23, 3.07, -0.58], [-3.33, 1.67, -0.35]],
  "mulliken_spin": [1.27, -0.03, -0.06, 0.04, -0.12, 0.06, -0.10, -0.03, 0.00, -0.02, 0.00, -0.02, 0.00, -0.01, 0.01, 0.00, 0.00, -0.01, 0.01, 0.00, 0.00, 0.00, 0.00, -0.02, 0.00, 0.00, 0.00, 0.00, 0.01, 0.00, 0.00, 0.00, 0.00, 0.00, 0.00, 0.00, 0.00, 0.00, 0.00, 0.00, 0.00, 0.00, 0.00, 0.00, 0.00, 0.00, 0.00, 0.00, 0.00, 0.01, 0.00, 0.00, 0.01, 0.00, 0.00, 0.00, 0.00, 0.00, 0.00, 0.00, 0.00]
}

---

# 3
{
  "formula": "C5H8S",
  "method": "ωB97M-V with the def2-TZVPD basis set",
  "relative_energy_ev": 0.482,
  "e_homo_ev": -8.2660,
  "lumo_energy_ev": 0.97,
  "mol_weight_g_mol": 100.19,
  "symbols": ["C", "C", "C", "C", "C", "H", "H", "H", "H", "H", "H", "H", "H", "S"],
  "coordinates": [[1.07, -0.63, -1.40], [0.22, -0.19, -0.32], [-1.06, -0.32, -0.08], [-1.60, 0.30, 1.13], [0.94, 0.66, 0.67], [0.62, -1.18, -2.25], [1.76, -1.41, -1.03], [1.71, 0.19, -1.83], [-1.83, -0.91, -0.63], [-2.26, -0.36, 1.74], [-2.41, 1.01, 0.78], [1.80, 0.11, 1.08], [1.33, 1.55, 0.23], [-0.27, 1.20, 1.90]],
  "nbo_charge": [-0.64, -0.02, -0.19, -0.58, -0.54, 0.23, 0.22, 0.22, 0.21, 0.22, 0.21, 0.21, 0.22, 0.21]
}